This record from the Open Molecules 2025 dataset describes a cluster of 9 separate species, C32H54O27 in total in a non-equilibrium geometry. The level of theory is ωB97M-V/def2-TZVPD.

Last columns: bonded neighbours and bond lengths (Å).
CARTESIAN COORDINATES (ANGSTROEM)
1 C 1.37 6.92 3.27  C2 1.552, H8 1.105, H9 1.065, H10 1.050
2 C 1.00 5.51 2.73  C1 1.552, C3 1.560, O7 1.413, H11 1.064
3 C -0.13 4.80 3.53  C2 1.560, O4 1.439, H12 1.079, H13 1.086
4 O -0.94 4.19 2.50  C3 1.439, C5 1.288
5 C -0.63 4.73 1.37  O4 1.288, O6 1.241, O7 1.349
6 O -1.17 4.43 0.29  C5 1.241
7 O 0.40 5.59 1.45  C2 1.413, C5 1.349
8 H 2.12 7.54 2.76  C1 1.105
9 H 1.71 6.97 4.28  C1 1.065
10 H 0.48 7.47 3.30  C1 1.050
11 H 1.85 4.89 2.68  C2 1.064
12 H -0.86 5.40 4.06  C3 1.079
13 H 0.42 4.07 4.11  C3 1.086
14 C -2.18 -2.55 1.32  C15 1.500, H21 1.155, H22 1.006, H23 1.119
15 C -1.88 -4.02 1.20  C14 1.500, C16 1.525, O20 1.374, H24 1.101
16 C -0.49 -4.20 0.60  C15 1.525, O17 1.426, H25 1.091, H26 1.125
17 O 0.24 -4.58 1.77  C16 1.426, C18 1.353
18 C -0.60 -4.89 2.78  O17 1.353, O19 1.244, O20 1.319
19 O -0.22 -5.28 3.90  C18 1.244
20 O -1.84 -4.65 2.42  C15 1.374, C18 1.319
21 H -1.34 -2.14 1.99  C14 1.155
22 H -3.09 -2.32 1.67  C14 1.006
23 H -2.19 -2.00 0.34  C14 1.119
24 H -2.61 -4.58 0.60  C15 1.101
25 H -0.12 -3.36 0.01  C16 1.091
26 H -0.52 -5.06 -0.13  C16 1.125
27 C 1.27 -1.42 -6.32  C28 1.564, H34 1.156, H35 1.106, H36 1.113
28 C 1.37 -0.48 -5.07  C27 1.564, C29 1.506, O33 1.409, H37 1.086
29 C 2.44 -0.61 -4.02  C28 1.506, O30 1.418, H38 1.047, H39 1.134
30 O 2.79 0.75 -3.79  C29 1.418, C31 1.321
31 C 2.28 1.56 -4.70  O30 1.321, O32 1.244, O33 1.342
32 O 2.49 2.78 -4.85  C31 1.244
33 O 1.43 0.87 -5.48  C28 1.409, C31 1.342
34 H 1.59 -0.88 -7.28  C27 1.156
35 H 0.22 -1.77 -6.34  C27 1.106
36 H 1.96 -2.27 -6.10  C27 1.113
37 H 0.45 -0.85 -4.63  C28 1.086
38 H 3.24 -1.15 -4.42  C29 1.047
39 H 2.03 -1.02 -3.05  C29 1.134
40 C -3.79 -3.58 -3.93  C41 1.563, H47 1.149, H48 1.119, H49 1.081
41 C -2.72 -4.67 -4.30  C40 1.563, C42 1.530, O46 1.464, H50 1.074
42 C -2.22 -5.64 -3.23  C41 1.530, O43 1.407, H51 1.091, H52 1.115
43 O -2.83 -6.90 -3.37  C42 1.407, C44 1.371
44 C -3.39 -6.87 -4.62  O43 1.371, O45 1.229, O46 1.353
45 O -3.96 -7.85 -5.10  C44 1.229
46 O -3.21 -5.68 -5.24  C41 1.464, C44 1.353
47 H -4.37 -2.93 -4.68  C40 1.149
48 H -3.41 -2.83 -3.19  C40 1.119
49 H -4.57 -3.92 -3.27  C40 1.081
50 H -1.93 -4.09 -4.73  C41 1.074
51 H -2.12 -5.15 -2.26  C42 1.091
52 H -1.20 -5.88 -3.59  C42 1.115
53 C -3.07 0.69 -0.02  C54 1.539, H60 1.074, H61 1.083, H62 1.174
54 C -2.37 0.53 -1.38  C53 1.539, C55 1.570, O59 1.435, H63 1.094
55 C -0.96 1.22 -1.47  C54 1.570, O56 1.419, H64 1.108, H65 1.147
56 O -0.12 0.08 -1.37  C55 1.419, C57 1.322
57 C -0.79 -1.02 -1.64  O56 1.322, O58 1.218, O59 1.312
58 O -0.31 -2.13 -1.82  C57 1.218
59 O -2.09 -0.84 -1.73  C54 1.435, C57 1.312
60 H -3.32 1.68 0.32  C53 1.074
61 H -2.38 0.11 0.60  C53 1.083
62 H -4.17 0.30 0.03  C53 1.174
63 H -3.00 0.93 -2.18  C54 1.094
64 H -0.80 1.97 -0.66  C55 1.108
65 H -0.76 1.67 -2.50  C55 1.147
66 C 5.84 -0.54 3.03  O67 1.441, H72 1.082, H73 1.107, H74 1.102
67 O 4.83 0.21 2.32  C66 1.441, C68 1.287
68 C 4.58 -0.06 1.09  O67 1.287, O69 1.410, O70 1.315
69 O 5.23 -1.12 0.43  C68 1.410
70 O 3.60 0.54 0.45  C68 1.315, C71 1.373
71 C 3.05 0.07 -0.71  O70 1.373, H75 1.079, H76 1.022, H77 1.071
72 H 5.80 -0.37 4.09  C66 1.082
73 H 6.80 -0.07 2.73  C66 1.107
74 H 5.79 -1.64 2.90  C66 1.102
75 H 2.17 0.63 -0.99  C71 1.079
76 H 2.79 -0.90 -0.51  C71 1.022
77 H 3.75 -0.09 -1.51  C71 1.071
78 C -3.19 0.53 3.95  O79 1.423, H84 1.162, H85 1.043, H86 1.105
79 O -4.06 -0.58 3.71  C78 1.423, C80 1.311
80 C -5.05 -0.42 2.88  O79 1.311, O81 1.436, O82 1.332
81 O -5.43 0.89 2.41  C80 1.436
82 O -5.66 -1.55 2.52  C80 1.332, C83 1.500
83 C -6.72 -1.58 1.46  O82 1.500, H87 1.080, H88 1.104, H89 1.050
84 H -2.06 0.28 3.84  C78 1.162
85 H -3.41 0.83 4.93  C78 1.043
86 H -3.33 1.40 3.29  C78 1.105
87 H -7.22 -0.63 1.53  C83 1.080
88 H -7.43 -2.38 1.73  C83 1.104
89 H -6.39 -1.79 0.48  C83 1.050
90 C 2.82 -2.37 3.83  O91 1.426, H96 1.087, H97 1.078, H98 1.109
91 O 2.83 -0.98 3.54  C90 1.426, C92 1.325
92 C 1.78 -0.56 2.86  O91 1.325, O93 1.395, O94 1.306
93 O 1.21 -1.40 1.90  C92 1.395
94 O 1.37 0.67 2.98  C92 1.306, C95 1.419
95 C 0.44 1.29 2.11  O94 1.419, H99 1.080, H100 1.093, H101 1.095
96 H 3.55 -2.48 4.62  C90 1.087
97 H 3.08 -2.87 2.91  C90 1.078
98 H 1.82 -2.70 4.19  C90 1.109
99 H 0.35 0.74 1.18  C95 1.080
100 H 0.75 2.33 1.94  C95 1.093
101 H -0.54 1.10 2.55  C95 1.095
102 C 1.68 3.89 -1.88  O103 1.377, H108 1.128, H109 1.072, H110 1.060
103 O 2.13 4.15 -0.60  C102 1.377, C104 1.275
104 C 3.19 4.82 -0.36  O103 1.275, O105 1.465, O106 1.395
105 O 3.92 5.52 -1.43  C104 1.465
106 O 3.48 4.85 1.00  C104 1.395, C107 1.352
107 C 4.52 5.62 1.40  O106 1.352, H111 1.143, H112 1.075, H113 0.979
108 H 0.97 4.71 -2.17  C102 1.128
109 H 1.12 2.98 -2.01  C102 1.072
110 H 2.40 3.90 -2.65  C102 1.060
111 H 4.37 6.72 1.12  C107 1.143
112 H 5.48 5.23 1.14  C107 1.075
113 H 4.55 5.57 2.37  C107 0.979

The energy is -89333.2478 eV. The value obtained for the HOMO-LUMO gap is 9.85 eV. As for the energy above the lowest of the compared OMol25 structures with the same formula, charge and spin: 909.1 kJ/mol. As for the total charge: 0.